Below is a molecular structure, C12H19AuCl2N3O in a non-equilibrium geometry, with properties calculated with ωB97M-V/def2-TZVPD.

ORCA input file:
```
! wB97M-V def2-TZVPD RIJCOSX def2/J DEFGRID3
* xyz -1 3
Au -1.878 0.199 -0.336
Cl 1.089 0.182 -1.392
Cl -2.061 -1.341 1.538
C -2.845 1.911 -0.547
H -3.908 1.767 -0.892
H -2.417 2.929 -0.587
C 0.547 -1.508 -0.996
C -0.864 -1.611 -1.045
H 0.895 -1.637 0.042
C -1.477 -1.545 -2.443
H -1.212 -2.503 -0.508
C -0.758 -2.393 -3.497
H -2.504 -1.909 -2.365
H -1.572 -0.486 -2.738
C 0.774 -2.337 -3.408
H -1.106 -3.430 -3.381
H -1.075 -2.077 -4.497
C 1.313 -2.431 -1.973
H 1.180 -3.173 -3.995
H 1.129 -1.396 -3.856
H 1.245 -3.462 -1.607
H 2.375 -2.168 -1.978
C 0.499 4.254 2.494
N 0.691 2.813 2.494
C 1.724 2.229 3.140
C 1.857 0.870 3.119
C 0.869 0.140 2.394
N 0.009 0.732 1.595
C -0.125 2.079 1.607
O -0.908 2.726 0.901
N 0.843 -1.224 2.457
H 1.124 4.693 3.276
H -0.558 4.486 2.675
H 0.774 4.673 1.517
H 2.396 2.904 3.669
H 2.631 0.338 3.659
H 1.394 -1.657 3.192
H -0.090 -1.639 2.272
*
```

Values from the calculation:
HOMO (spin up / spin down) ... -1.905 / -3.293 eV
Max |F| ... 2.97 eV/A
Energy relative to the best compared isomer or geometry (same formula, charge and spin) ... 4.87 kJ/mol
⟨S²⟩ ... 2.008
Orbital gap (spin up / spin down) ... 4.8 / 6.1 eV

Below is a molecular structure, C12H19AuO4P in a non-equilibrium geometry, with properties calculated with ωB97M-V/def2-TZVPD.

ORCA input file:
```
! wB97M-V def2-TZVPD RIJCOSX def2/J DEFGRID3
* xyz 3 3
Au -1.482 -1.013 1.094
C -0.415 -0.213 2.777
O 0.060 0.129 3.760
C -3.024 -1.973 2.399
O -3.675 -2.420 3.219
C -0.275 -2.749 0.801
O 0.325 -3.696 1.004
C -2.865 0.837 0.892
O -3.453 1.776 1.130
C -2.208 -1.331 -1.248
H -2.473 -0.375 -1.706
H -1.476 -1.932 -1.786
C -3.085 -1.944 -0.329
H -3.045 -3.032 -0.230
H -4.069 -1.497 -0.181
C 2.836 -1.046 0.449
C 2.151 0.319 0.544
P 0.413 0.360 -0.002
C -0.027 2.086 0.378
C 0.957 3.195 -0.013
C 0.578 -0.045 -1.769
C 1.669 0.650 -2.591
H 2.366 -1.782 1.109
H 3.885 -0.930 0.758
H 2.828 -1.428 -0.584
H 2.186 0.709 1.571
H 2.702 1.050 -0.078
H -1.017 2.306 -0.046
H -0.151 2.118 1.474
H 1.093 3.267 -1.091
H 0.561 4.155 0.341
H 1.931 3.054 0.477
H 0.768 -1.137 -1.795
H -0.394 0.106 -2.259
H 2.674 0.428 -2.209
H 1.628 0.266 -3.619
H 1.526 1.732 -2.642
*
```

Values from the calculation:
HOMO (spin up / spin down) ... -19.953 / -21.426 eV
Max |F| ... 5.61 eV/A
Energy relative to the best compared isomer or geometry (same formula, charge and spin) ... 0.00 kJ/mol
⟨S²⟩ ... 2.012
Orbital gap (spin up / spin down) ... 8.0 / 6.5 eV

Below is a molecular structure, C12H19BBrClF2InO2Si in a non-equilibrium geometry, with properties calculated with ωB97M-V/def2-TZVPD.

ORCA input file:
```
! wB97M-V def2-TZVPD RIJCOSX def2/J DEFGRID3
* xyz -1 1
C -1.591 -2.768 -2.694
Si -0.574 -1.948 -1.311
C 1.070 -2.907 -1.249
C -0.188 -0.181 -1.891
C -0.684 0.955 -0.973
C 0.068 2.244 -1.366
F 0.365 2.270 -2.714
F -0.677 3.356 -1.041
In 2.037 2.358 -0.259
Cl 3.957 2.286 -1.771
Br 2.324 0.396 1.440
C 2.153 4.255 0.895
B 3.313 4.246 1.928
O 3.324 3.459 3.074
O 4.429 5.107 1.736
C -1.565 -2.066 0.292
C -2.673 -2.899 0.318
C -3.416 -3.055 1.455
C -3.129 -2.374 2.615
C -2.033 -1.551 2.598
C -1.267 -1.410 1.474
H -2.527 -2.235 -2.899
H -1.836 -3.807 -2.446
H -1.003 -2.757 -3.619
H 1.081 -3.499 -0.330
H 1.876 -2.168 -1.260
H 1.197 -3.537 -2.134
H -0.679 -0.045 -2.860
H 0.895 -0.102 -2.046
H -0.458 0.805 0.082
H -1.745 1.169 -1.164
H 1.183 4.410 1.380
H 2.368 5.038 0.161
H 3.330 2.513 2.874
H 4.237 5.898 2.255
H -2.973 -3.476 -0.550
H -4.270 -3.730 1.475
H -3.746 -2.488 3.498
H -1.779 -0.999 3.499
H -0.393 -0.765 1.529
*
```

Values from the calculation:
HOMO ... -5.405 eV
Max |F| ... 2.41 eV/A
Orbital gap ... 8.1 eV

Below is a molecular structure, C12H19BClF2O8S5W in a non-equilibrium geometry, with properties calculated with ωB97M-V/def2-TZVPD.

ORCA input file:
```
! wB97M-V def2-TZVPD RIJCOSX def2/J DEFGRID3
* xyz 1 3
W 0.769 0.411 0.543
C 0.481 2.544 -1.562
C 0.194 1.328 -2.415
O 0.056 0.164 -1.557
C -1.190 -0.563 -1.662
C -2.173 0.004 -0.689
O -1.499 0.060 0.571
C -2.367 0.293 1.703
C -1.608 1.062 2.764
O -0.748 2.019 2.162
C -1.389 3.140 1.576
C -0.587 3.555 0.371
O -0.294 2.352 -0.369
H 0.166 3.443 -2.091
H 1.535 2.642 -1.304
H 1.001 1.130 -3.118
H -0.736 1.448 -2.966
H -0.952 -1.591 -1.407
H -1.553 -0.523 -2.686
H -3.034 -0.662 -0.615
H -2.507 1.006 -0.963
H -2.701 -0.664 2.102
H -3.233 0.847 1.339
H -0.962 0.398 3.328
H -2.316 1.529 3.453
H -1.425 3.966 2.288
H -2.412 2.890 1.283
H 0.336 4.049 0.651
H -1.181 4.213 -0.263
F 0.026 -1.590 2.764
B 0.364 -1.550 1.436
F -0.370 -2.404 0.652
C 0.229 -5.607 -0.342
S 1.718 -4.802 0.298
C 1.973 -3.526 -0.857
C 2.353 -2.286 -0.515
S 2.303 -1.597 1.115
S 2.749 -1.197 -1.822
C 2.094 -2.160 -3.099
S 1.727 -1.571 -4.573
S 1.773 -3.786 -2.580
H 0.088 -6.491 0.279
H 0.361 -5.925 -1.373
H -0.630 -4.947 -0.242
O 2.136 3.108 1.517
Cl 2.764 1.840 1.714
O 1.807 0.933 2.438
O 4.014 1.918 2.345
O 2.847 1.151 0.375
*
```

Values from the calculation:
HOMO (spin up / spin down) ... -10.744 / -10.679 eV
Max |F| ... 1.07 eV/A
Energy relative to the best compared isomer or geometry (same formula, charge and spin) ... 13.32 kJ/mol
⟨S²⟩ ... 2.015
Orbital gap (spin up / spin down) ... 7.8 / 7.0 eV